{
  "formula": "C5H10O",
  "method": "the ωB97M-V functional and the def2-TZVPD basis",
  "species": ["C", "C", "C", "C", "C", "O", "H", "H", "H", "H", "H", "H", "H", "H", "H", "H"],
  "coordinates": [[2.06921, -0.31850, 0.11698], [0.96454, 0.48960, -0.56080], [-0.29954, -0.32531, -0.83347], [-1.17828, -0.79194, 0.69585], [-1.69546, 0.67707, -0.30682], [-1.22753, 0.49788, -1.55814], [2.23019, -1.25834, -0.42029], [1.83597, -0.56430, 1.15997], [3.01093, 0.23964, 0.12246], [1.29054, 0.76568, -1.56864], [0.80144, 1.44345, -0.03194], [-0.22918, -1.12406, 1.09980], [-1.66093, -0.29225, 1.56997], [-1.78532, -1.64512, 0.41607], [-1.33116, 1.54572, 0.24429], [-2.76290, 0.48066, -0.20624]],
  "atomic_forces_ev_per_a": [[0.022, -0.054, 0.032], [-0.121, -0.023, 0.196], [0.321, 0.070, 0.133], [-0.110, -0.067, 0.305], [-0.359, 0.422, 0.189], [-0.068, 0.049, -0.288], [-0.008, 0.110, 0.081], [0.006, 0.072, -0.158], [-0.131, -0.080, -0.013], [-0.024, -0.025, -0.006], [-0.016, -0.137, -0.080], [0.095, -0.140, 0.062], [0.163, -0.017, -0.370], [0.052, -0.049, -0.001], [0.028, -0.137, -0.112], [0.152, 0.007, 0.031]],
  "homo_energy_ha": -0.28062,
  "e_above_lowest_ev": 5.621,
  "energy_ha": -271.5461,
  "multiplicity": 1,
  "gap_ev": 8.589
}



{
  "formula": "C5H10O",
  "method": "the ωB97M-V functional and the def2-TZVPD basis",
  "species": ["C", "C", "C", "C", "O", "C", "H", "H", "H", "H", "H", "H", "H", "H", "H", "H"],
  "coordinates": [[1.90275, 0.10848, -0.01716], [0.42705, 0.43936, 0.24915], [-0.38445, 0.15325, -1.01518], [-1.76984, -0.20034, -0.50871], [-1.52366, -0.90905, 0.69101], [-0.36400, -0.36331, 1.31637], [2.14054, 0.43848, -1.03757], [2.60885, 0.61253, 0.65196], [2.09375, -0.97023, 0.02127], [0.36864, 1.50594, 0.50514], [-0.35170, 0.99420, -1.70949], [0.04634, -0.73368, -1.49389], [-2.31024, -0.86425, -1.19107], [-2.39432, 0.69164, -0.33318], [-0.67483, 0.30744, 2.12850], [0.18512, -1.21045, 1.74287]],
  "atomic_forces_ev_per_a": [[0.029, -0.036, 0.025], [0.063, 0.059, -0.018], [-0.055, 0.006, -0.154], [-0.068, 0.098, -0.265], [0.003, -0.060, 0.046], [0.231, 0.077, 0.174], [0.062, -0.039, 0.228], [-0.226, -0.142, 0.041], [-0.087, 0.121, 0.037], [-0.112, -0.179, -0.110], [-0.080, -0.113, -0.070], [-0.064, 0.142, -0.099], [0.022, 0.096, 0.156], [0.152, -0.090, 0.068], [0.072, -0.151, -0.003], [0.060, 0.211, -0.057]],
  "homo_energy_ha": -0.35276,
  "e_above_lowest_ev": 0.567,
  "energy_ha": -271.7318,
  "smiles": "C[C@H]1CCOC1",
  "multiplicity": 1,
  "gap_ev": 10.724
}



{
  "formula": "C5H10O",
  "method": "the ωB97M-V functional and the def2-TZVPD basis",
  "species": ["C", "C", "C", "C", "C", "O", "H", "H", "H", "H", "H", "H", "H", "H", "H", "H"],
  "coordinates": [[0.52266, 0.71461, 0.81879], [0.98875, -0.58013, 0.24558], [0.13037, 0.32262, -0.54148], [2.35760, -0.71718, -0.30301], [-2.64150, 0.22299, -0.63578], [-2.83886, -0.39152, 0.59837], [-0.16586, 0.66996, 1.57077], [1.39409, 1.29252, 1.17488], [0.49280, -1.43600, 0.52448], [0.41060, 0.81781, -1.39555], [2.38044, -1.63001, -0.80507], [3.08211, -0.74115, 0.55597], [2.60000, 0.28772, -0.85218], [-2.64312, -0.45823, -1.53841], [-2.91032, 1.33331, -0.62917], [-3.15977, 0.29268, 1.21179]],
  "atomic_forces_ev_per_a": [[2.564, 0.284, -0.232], [-0.818, 0.877, -1.420], [-1.237, 0.185, 1.552], [1.259, 3.209, 1.844], [0.704, 0.391, 0.415], [-0.317, 0.684, -0.822], [-2.035, -0.312, 1.830], [-0.572, 0.575, -0.905], [-0.802, -2.066, 1.031], [0.509, 0.960, -1.980], [0.649, -1.112, -1.516], [-0.339, -0.205, -0.760], [-0.167, -2.251, 0.398], [-0.158, 1.091, 1.399], [0.473, -1.827, -0.563], [0.287, -0.482, -0.271]],
  "homo_energy_ha": [-0.29509, -0.27604],
  "e_above_lowest_ev": 6.025,
  "energy_ha": -271.5312,
  "multiplicity": 1,
  "gap_ev": [8.894, 8.242]
}



{
  "formula": "C5H10O",
  "method": "the ωB97M-V functional and the def2-TZVPD basis",
  "species": ["C", "C", "O", "C", "C", "C", "H", "H", "H", "H", "H", "H", "H", "H", "H", "H"],
  "coordinates": [[-1.16020, 1.92248, -0.57107], [-0.90126, 0.56403, 0.19948], [-1.66062, -0.04872, -0.52638], [0.45059, -0.16162, 0.55461], [1.11070, -0.47872, -0.80909], [0.19958, -1.45268, 1.34082], [-2.05259, 2.41557, -0.18342], [-0.22965, 2.41149, -0.40460], [-1.28411, 1.79923, -1.68048], [1.12592, 0.47728, 1.13414], [1.33234, 0.43151, -1.37786], [0.44355, -1.09789, -1.41838], [2.05326, -1.02432, -0.67337], [-0.46609, -2.12051, 0.78373], [-0.26152, -1.23966, 2.31034], [1.14054, -1.98816, 1.52299]],
  "atomic_forces_ev_per_a": [[1.445, 1.306, 1.330], [-0.236, 0.549, -5.197], [-1.490, -4.439, 1.754], [-0.267, 0.213, 0.393], [-0.040, 0.120, -0.013], [-0.136, 0.047, 0.013], [0.455, 0.238, 0.155], [0.502, 1.862, 0.003], [0.203, -0.452, 1.315], [-0.227, 0.108, -0.064], [-0.038, -0.101, 0.110], [0.074, 0.099, 0.196], [-0.194, 0.157, 0.130], [0.066, 0.157, 0.057], [0.054, -0.060, -0.099], [-0.173, 0.195, -0.082]],
  "homo_energy_ha": -0.31743,
  "e_above_lowest_ev": 2.342,
  "energy_ha": -271.6666,
  "smiles": "CC(=O)C(C)C",
  "multiplicity": 1,
  "gap_ev": 9.211
}



{
  "formula": "C5H10O",
  "method": "the ωB97M-V functional and the def2-TZVPD basis",
  "species": ["C", "C", "O", "C", "C", "C", "H", "H", "H", "H", "H", "H", "H", "H", "H", "H"],
  "coordinates": [[1.17553, 0.29902, -0.65466], [0.40474, -0.50298, 0.26927], [0.96174, -1.63339, 0.54549], [-0.87289, -0.31452, -0.91424], [-1.51979, 0.63667, 0.09594], [-0.55612, 0.22226, 1.22416], [1.03488, 1.37558, -0.77447], [1.60415, -0.22470, -1.50394], [2.58635, -0.19038, 0.23342], [2.26652, -0.97556, 0.51899], [-0.74137, 0.02365, -1.94513], [-1.27804, -1.32815, -0.91586], [-2.58120, 0.45245, 0.28304], [-1.40284, 1.68408, -0.20143], [-0.99602, -0.52247, 1.89254], [-0.10892, 1.02324, 1.82302]],
  "atomic_forces_ev_per_a": [[-0.045, -0.107, 0.023], [0.137, 0.165, -0.119], [0.075, 0.077, 0.017], [-0.201, -0.063, -0.235], [-0.100, 0.065, -0.045], [0.003, 0.005, 0.115], [0.021, -0.192, 0.079], [-0.070, 0.060, 0.167], [0.077, 0.065, -0.008], [-0.129, -0.036, -0.028], [-0.033, -0.041, 0.164], [0.076, 0.165, 0.015], [0.171, 0.026, -0.007], [0.005, -0.171, 0.040], [0.064, 0.108, -0.100], [-0.052, -0.126, -0.081]],
  "homo_energy_ha": [-0.33770, -0.33771],
  "e_above_lowest_ev": 5.213,
  "energy_ha": -271.5610,
  "multiplicity": 1,
  "gap_ev": [9.611, 9.611]
}



{
  "formula": "C5H10O",
  "method": "the ωB97M-V functional and the def2-TZVPD basis",
  "species": ["C", "C", "C", "C", "C", "O", "H", "H", "H", "H", "H", "H", "H", "H", "H", "H"],
  "coordinates": [[1.43710, -0.91343, -0.05163], [0.38263, -0.07365, 0.62863], [0.34560, 1.40149, 0.17976], [-0.96396, 1.12368, -0.59486], [-1.04697, -0.32226, 0.07949], [-1.36594, -1.35133, -0.79587], [1.28185, -1.97424, 0.16857], [1.38794, -0.78011, -1.13812], [2.43034, -0.61477, 0.29475], [0.41950, -0.19573, 1.71551], [0.22096, 2.11296, 1.00202], [1.21289, 1.71440, -0.41596], [-1.77573, 1.83571, -0.44586], [-0.79041, 1.06254, -1.68930], [-1.68910, -1.00248, 1.13442], [-1.49421, -1.96467, -0.03985]],
  "atomic_forces_ev_per_a": [[0.136, -0.068, -0.038], [0.283, -0.181, 0.046], [-0.013, -0.015, 0.066], [-0.539, -0.299, 0.512], [-0.781, -0.331, 2.340], [0.493, -1.144, 0.344], [0.140, 0.080, -0.081], [0.045, -0.073, 0.139], [-0.031, -0.118, -0.073], [0.096, -0.028, -0.156], [-0.008, -0.157, -0.119], [-0.281, -0.049, 0.053], [-0.052, -0.119, 0.078], [-0.244, -0.498, 0.621], [0.881, 3.796, -1.576], [-0.126, -0.797, -2.154]],
  "homo_energy_ha": -0.34320,
  "e_above_lowest_ev": 3.080,
  "energy_ha": -271.6394,
  "multiplicity": 1,
  "gap_ev": 10.071
}



{
  "formula": "C5H10O",
  "method": "the ωB97M-V functional and the def2-TZVPD basis",
  "species": ["C", "C", "C", "C", "C", "H", "H", "H", "H", "H", "H", "H", "H", "O", "H", "H"],
  "coordinates": [[0.53724, 1.07911, -0.55848], [-0.04538, 0.94283, 0.63389], [0.66868, 0.25664, 1.72337], [0.11445, -0.75345, 2.39634], [0.88898, -1.70762, 3.23297], [-0.01569, 1.12358, -1.48045], [1.62213, 1.04426, -0.61028], [-1.13290, 0.84046, 0.57638], [1.67896, 0.61017, 1.92220], [-0.96910, -0.65915, 2.45161], [1.93306, -1.44341, 3.14013], [0.66000, -1.82661, 4.28418], [0.94392, -2.67994, 2.74080], [-1.77030, 0.45820, -5.86341], [-1.95582, -0.22855, -5.21477], [-1.40045, 0.00202, -6.62330]],
  "atomic_forces_ev_per_a": [[0.624, 0.280, 0.598], [-0.654, -1.388, -0.984], [0.055, 0.790, 0.284], [-0.363, 1.358, 0.765], [0.857, -0.293, -0.686], [-0.129, 0.496, -0.094], [-0.049, -0.075, -0.236], [0.094, 0.244, 0.529], [0.279, -0.624, -0.408], [-0.098, -1.020, -0.385], [0.466, 0.488, 0.332], [-0.436, 0.063, 0.083], [-0.648, -0.317, 0.197], [-0.042, 0.048, 0.104], [0.028, 0.015, -0.082], [0.015, -0.065, -0.018]],
  "homo_energy_ha": -0.31302,
  "e_above_lowest_ev": 2.132,
  "energy_ha": -271.6743,
  "smiles": "C=C/C=C/C.O",
  "multiplicity": 1,
  "gap_ev": 9.398
}



{
  "formula": "C5H10O",
  "method": "the ωB97M-V functional and the def2-TZVPD basis",
  "species": ["C", "C", "C", "C", "C", "O", "H", "H", "H", "H", "H", "H", "H", "H", "H", "H"],
  "coordinates": [[-1.34079, -1.12593, -1.07852], [0.15064, -1.26827, -0.76328], [1.01718, -0.04897, -0.53027], [0.88414, 0.87950, 0.41654], [-0.31483, 1.15815, 1.27621], [1.93352, 1.74834, 0.63383], [-1.74759, -2.11508, -1.31782], [-1.91851, -0.74781, -0.23006], [-1.52049, -0.46668, -1.93271], [0.24829, -1.90969, 0.12396], [0.61176, -1.83512, -1.57898], [1.95679, -0.01337, -1.07925], [-0.51867, 2.23534, 1.24629], [-0.15038, 0.87761, 2.32445], [-1.20505, 0.64165, 0.92126], [1.91399, 1.99034, 1.56836]],
  "atomic_forces_ev_per_a": [[-0.078, 0.037, -0.010], [0.011, -0.109, 0.013], [0.065, 0.102, 0.226], [-0.224, -0.286, -0.201], [-0.045, -0.031, 0.029], [0.025, 0.146, 0.131], [0.025, 0.171, -0.009], [0.081, -0.049, -0.171], [0.054, -0.051, 0.092], [-0.031, 0.004, -0.141], [-0.072, 0.074, 0.091], [-0.080, -0.067, 0.136], [0.005, -0.151, 0.027], [0.047, 0.023, -0.105], [0.169, 0.037, 0.098], [0.048, 0.149, -0.205]],
  "homo_energy_ha": -0.30991,
  "e_above_lowest_ev": 0.897,
  "energy_ha": -271.7197,
  "smiles": "CC/C=C(\\C)O",
  "multiplicity": 1,
  "gap_ev": 9.387
}



{
  "formula": "C5H10O",
  "method": "the ωB97M-V functional and the def2-TZVPD basis",
  "species": ["C", "C", "C", "C", "C", "H", "H", "H", "H", "H", "H", "H", "H", "O", "H", "H"],
  "coordinates": [[0.07062, -0.23847, -2.79679], [0.51278, -0.57123, -1.56968], [-0.26617, -0.43111, -0.34044], [-0.13451, -1.23296, 0.72494], [-0.45395, -0.75873, 2.11727], [0.59896, -0.62333, -3.67266], [-0.91747, 0.19995, -2.80973], [1.50696, -1.00566, -1.40397], [-0.83457, 0.48095, -0.20688], [0.64341, -2.04308, 0.75835], [0.09584, -1.18054, 2.94392], [-0.33485, 0.31668, 2.29882], [-1.45867, -0.96310, 2.49735], [0.50370, 3.02967, 0.63471], [0.26801, 2.21015, 1.08508], [0.19989, 2.81081, -0.26030]],
  "atomic_forces_ev_per_a": [[0.420, -0.975, 1.368], [0.039, -0.376, -0.818], [0.497, -0.068, 0.758], [2.139, 0.515, 0.787], [-1.427, 0.424, 1.053], [-0.226, 0.790, 0.104], [-0.072, 0.038, -0.674], [-0.407, -0.134, -0.380], [-0.419, 0.009, -0.142], [-1.091, 0.483, -0.666], [0.886, -0.609, -0.266], [0.003, -0.017, -0.557], [-0.383, -0.069, -0.548], [-0.388, -0.533, -0.464], [0.180, 0.099, 0.357], [0.250, 0.422, 0.087]],
  "homo_energy_ha": -0.33132,
  "e_above_lowest_ev": 2.075,
  "energy_ha": -271.6763,
  "smiles": "C=C/C=C/C.O",
  "multiplicity": 1,
  "gap_ev": 9.739
}



{
  "formula": "C5H10O",
  "method": "the ωB97M-V functional and the def2-TZVPD basis",
  "species": ["C", "C", "C", "C", "C", "H", "H", "H", "H", "H", "H", "H", "H", "O", "H", "H"],
  "coordinates": [[-1.51215, 0.76654, 0.87842], [-0.40436, 0.28700, 1.44002], [0.39333, -0.82643, 0.82417], [-0.01533, -1.17607, -0.62225], [-0.42784, -2.22457, -1.28463], [-2.01349, 1.71896, 1.14844], [-2.04528, 0.32964, 0.05288], [-0.03342, 0.52327, 2.43392], [1.42097, -0.53012, 0.68205], [0.35628, -1.78292, 1.41706], [0.19722, -0.22362, -1.11036], [-0.76518, -2.43444, -2.28504], [-0.45291, -3.19702, -0.78739], [1.56050, 2.42779, -0.96100], [0.81868, 3.04599, -1.10923], [1.65086, 2.35040, -0.00020]],
  "atomic_forces_ev_per_a": [[-0.455, 1.481, 0.490], [-0.346, -0.911, -0.341], [-0.955, -3.034, -0.822], [0.736, 2.871, 0.270], [-0.194, -2.458, 1.012], [0.400, -0.854, 0.666], [0.595, -0.369, -0.576], [-0.049, 0.896, -0.256], [0.559, 0.190, 0.514], [0.228, 0.997, -0.053], [-0.645, -0.140, -0.874], [0.355, 1.188, -0.589], [-0.207, 0.189, 0.551], [-0.410, 0.365, 0.078], [0.555, -0.509, 0.238], [-0.167, 0.098, -0.308]],
  "homo_energy_ha": -0.35204,
  "e_above_lowest_ev": 2.377,
  "energy_ha": -271.6653,
  "smiles": "C=CCC=C.O",
  "multiplicity": 1,
  "gap_ev": 10.443
}



{
  "formula": "C5H10O",
  "method": "the ωB97M-V functional and the def2-TZVPD basis",
  "species": ["C", "C", "C", "C", "C", "H", "H", "H", "H", "H", "H", "H", "H", "O", "H", "H"],
  "coordinates": [[1.74066, 0.60668, -0.50674], [0.30289, 0.42022, -0.17012], [-0.51871, 0.84589, 0.80082], [-1.77326, 0.33546, 0.12138], [-0.81052, -0.21168, -0.97674], [1.81274, 1.50591, -1.12995], [2.14615, -0.23453, -1.07800], [2.35939, 0.75061, 0.38322], [-0.34936, 1.42750, 1.70437], [-2.38976, -0.40855, 0.64059], [-2.42062, 1.13960, -0.24020], [-0.93404, 0.22569, -1.97217], [-0.78715, -1.30549, -1.08116], [0.89304, -1.77215, 1.34276], [0.41270, -2.32494, 0.71635], [0.31584, -1.00021, 1.44558]],
  "atomic_forces_ev_per_a": [[0.008, 0.064, 0.007], [-0.060, 0.288, -0.053], [0.106, 0.209, -0.082], [-0.221, 0.036, 0.017], [-0.005, -0.001, -0.208], [0.161, -0.105, 0.015], [-0.131, 0.097, 0.135], [-0.128, 0.001, -0.102], [-0.059, -0.086, -0.122], [0.167, 0.115, -0.039], [-0.041, -0.136, 0.022], [-0.108, -0.066, 0.058], [0.050, 0.234, 0.054], [-0.087, -0.448, 0.195], [0.113, -0.057, 0.110], [0.235, -0.143, -0.007]],
  "homo_energy_ha": -0.33882,
  "e_above_lowest_ev": 1.697,
  "energy_ha": -271.6902,
  "smiles": "CC1=CCC1.O",
  "multiplicity": 1,
  "gap_ev": 10.173
}



{
  "formula": "C5H10O2",
  "method": "the ωB97M-V functional and the def2-TZVPD basis",
  "species": ["C", "C", "C", "O", "C", "C", "H", "H", "H", "H", "H", "H", "H", "H", "O", "H", "H"],
  "coordinates": [[0.63401, -1.97715, -1.96303], [1.24099, -1.01238, -1.22873], [0.60441, -0.33524, -0.11169], [1.39473, 0.65414, 0.45680], [-0.45858, -0.86551, 0.55721], [-1.10048, -0.30195, 1.78112], [-0.43613, -2.06699, -2.03439], [1.27838, -2.74050, -2.39145], [2.20706, -0.59215, -1.53686], [0.86075, 1.46138, 0.46051], [-0.72514, -1.79880, 0.08492], [-2.15930, -0.08067, 1.53323], [-1.13820, -1.04571, 2.59222], [-0.55254, 0.66001, 1.90636], [-0.22425, 3.11976, -0.04973], [-0.35093, 4.00067, -0.41526], [-1.07476, 2.92109, 0.35879]],
  "atomic_forces_ev_per_a": [[1.277, 0.478, 0.544], [-0.789, -0.110, -1.113], [-0.463, -0.483, 1.578], [-0.650, 0.568, -0.467], [1.385, 0.111, -1.401], [-0.268, 0.348, -1.265], [-0.181, -0.458, 0.498], [-0.282, 0.438, -0.890], [0.132, -0.898, 0.706], [0.387, 0.287, 0.000], [-0.744, -0.155, 0.374], [0.424, 0.068, 0.251], [0.426, 0.686, 0.055], [-0.580, -0.780, 1.043], [-0.309, -0.043, 0.169], [0.208, 0.002, -0.066], [0.027, -0.059, -0.016]],
  "homo_energy_ha": -0.29284,
  "e_above_lowest_ev": 3.001,
  "energy_ha": -346.9151,
  "smiles": "C=C/C(O)=C/C.O",
  "multiplicity": 1,
  "gap_ev": 8.406
}